Entry 1:
Here is a 3-piece molecular cluster, C3H6O2 overall from the Open Molecules 2025 dataset. Energies are from ωB97M-V with the def2-TZVPD basis set.

Positions of all 11 atoms, in Å:
O: 1.41 -0.28 1.71
C: -0.58 1.20 0.28
C: -0.90 0.61 -0.87
C: 0.78 -1.81 -0.97
O: 0.38 -2.17 -1.97
H: 0.60 -0.52 2.18
H: 0.25 1.89 0.36
H: -1.14 1.01 1.19
H: -0.35 0.80 -1.78
H: -1.73 -0.09 -0.94
H: 1.27 -0.64 0.82

Summary:
**LUMO energy**: 0.862 eV
**Kohn-Sham gap**: 11.0 eV
**HOMO level**: -10.097 eV
**Energy relative to the best compared isomer or geometry (same formula, charge and spin)**: 1.782 eV

Löwdin atomic charge list, values in e, 4 entries: -0.092, -0.094, -0.124, 0.049

=====

Entry 2:
Here is H20Li3O14S as an isolated structure from the Open Molecules 2025 dataset. Energies are from ωB97M-V with the def2-TZVPD basis set.

Positions of all 38 atoms, in Å:
Li: 2.91 -1.50 1.47
Li: 2.13 1.87 2.27
Li: 1.59 -1.65 -1.64
S: 0.55 0.31 0.34
O: -0.85 0.26 0.78
O: 1.28 -0.72 1.10
O: 0.62 0.02 -1.10
O: 1.07 1.65 0.59
O: -2.92 1.95 0.13
H: -3.28 2.13 1.00
H: -2.22 1.31 0.29
O: 1.29 1.63 -2.94
H: 0.40 1.31 -3.11
H: 1.31 1.80 -2.00
O: -1.16 0.60 -2.82
H: -1.63 -0.22 -3.00
H: -0.59 0.39 -2.08
O: -0.27 3.75 -1.04
H: -0.76 3.31 -1.74
H: -0.15 3.08 -0.37
O: -1.63 0.91 3.19
H: -1.42 0.48 2.36
H: -2.50 1.29 3.05
O: 3.09 2.69 -0.73
H: 2.29 2.64 -0.21
H: 3.75 2.26 -0.20
O: 2.54 -3.18 0.51
H: 2.67 -3.61 -0.34
H: 2.04 -3.80 1.02
O: -2.47 -1.83 0.38
H: -2.90 -1.41 -0.36
H: -1.92 -1.14 0.76
O: -0.32 -2.69 -1.25
H: -0.76 -3.54 -1.33
H: -0.96 -2.14 -0.80
O: -0.47 -2.96 2.85
H: 0.34 -2.48 3.02
H: -0.69 -2.75 1.94

Summary:
**Spin multiplicity**: 2
**LUMO energy (spin up / spin down)**: -1.415 / -1.283 eV
**Kohn-Sham gap (spin up / spin down)**: 3.3 / 8.6 eV
**HOMO level (spin up / spin down)**: -4.727 / -9.859 eV

Löwdin atomic charge list, values in e, 4 entries: 0.518, 0.634, 0.702, 0.296

=====

Entry 3:
Here is C37H35As2BrCl2CsN3O5 as an isolated structure from the Open Molecules 2025 dataset. Energies are from ωB97M-V with the def2-TZVPD basis set.

Positions of all 86 atoms, in Å:
Cs: -0.80 -0.66 1.47
N: 1.35 2.49 1.51
C: 0.15 2.77 2.31
C: -1.12 2.53 1.49
O: -1.15 3.10 0.35
N: -2.02 1.82 2.11
C: -3.28 1.61 1.41
C: -3.26 0.30 0.60
O: -4.14 -0.56 0.82
O: -2.28 0.16 -0.20
H: 2.14 3.02 1.86
H: 1.16 2.83 0.57
H: 0.10 3.83 2.62
H: 0.15 2.15 3.21
H: -3.49 2.42 0.69
H: -4.09 1.55 2.13
Cl: 2.47 -0.75 1.39
C: 2.11 -2.17 0.40
Cl: 1.30 -1.66 -1.10
H: 1.44 -2.83 0.94
H: 3.05 -2.65 0.13
C: -0.03 1.50 -2.00
C: -0.97 2.21 -2.97
As: -2.89 2.05 -2.50
C: -3.38 3.17 -4.09
C: -3.97 2.72 -5.27
C: -4.28 3.60 -6.30
C: -4.00 4.95 -6.18
C: -3.43 5.42 -5.00
C: -3.13 4.54 -3.98
C: -3.27 0.32 -3.35
C: -2.32 -0.50 -3.94
C: -2.66 -1.75 -4.43
C: -3.97 -2.21 -4.34
C: -4.94 -1.39 -3.76
C: -4.59 -0.15 -3.26
As: 1.89 1.92 -2.14
C: 1.80 3.88 -2.16
C: 0.87 4.56 -1.36
C: 0.85 5.95 -1.35
C: 1.74 6.68 -2.12
C: 2.68 6.01 -2.90
C: 2.71 4.62 -2.91
C: 2.06 1.60 -4.08
C: 2.61 0.38 -4.47
C: 2.65 0.01 -5.81
C: 2.15 0.86 -6.79
C: 1.61 2.08 -6.41
C: 1.57 2.45 -5.07
H: -0.13 0.42 -2.10
H: -0.30 1.75 -0.96
H: -0.86 1.84 -3.99
H: -0.78 3.28 -2.99
H: -4.18 1.66 -5.39
H: -4.72 3.22 -7.22
H: -4.24 5.64 -6.99
H: -3.21 6.48 -4.89
H: -2.68 4.92 -3.06
H: -1.29 -0.18 -4.02
H: -1.90 -2.38 -4.87
H: -4.24 -3.19 -4.70
H: -5.96 -1.74 -3.66
H: -5.34 0.47 -2.78
H: 0.16 4.01 -0.75
H: 0.12 6.47 -0.73
H: 1.71 7.77 -2.12
H: 3.39 6.57 -3.50
H: 3.45 4.11 -3.51
H: 2.99 -0.29 -3.71
H: 3.07 -0.95 -6.09
H: 2.17 0.57 -7.83
H: 1.21 2.75 -7.16
H: 1.15 3.41 -4.80
Br: -2.54 -7.94 4.71
C: -2.58 -6.08 4.29
C: -3.65 -5.32 4.71
N: -3.75 -4.02 4.44
C: -2.75 -3.45 3.76
C: -1.62 -4.14 3.32
C: -1.55 -5.50 3.58
C: -0.48 -3.43 2.61
O: 0.01 -4.01 1.61
O: -0.13 -2.34 3.10
H: -4.46 -5.76 5.28
H: -2.86 -2.40 3.53
H: -0.70 -6.08 3.21

Summary:
**Charge**: -2
**LUMO energy**: 3.593 eV
**Kohn-Sham gap**: 5.8 eV
**HOMO level**: -2.163 eV
**Energy relative to the best compared isomer or geometry (same formula, charge and spin)**: 2.393 eV

Löwdin atomic charge list, values in e, 4 entries: 1.598, 0.002, -0.223, -0.657

=====

Entry 4:
Here is one molecule with the formula CH5N3 from the Open Molecules 2025 dataset. Energies are from ωB97M-V with the def2-TZVPD basis set.

Positions of all 9 atoms, in Å:
N: 1.34 0.23 -0.25
C: 0.10 0.06 0.02
N: -0.87 0.36 -0.98
N: -0.33 -0.55 1.29
H: 1.55 0.06 -1.24
H: -0.54 0.95 -1.73
H: -1.79 0.69 -0.58
H: -1.22 -1.19 1.23
H: 0.43 -1.11 1.73

Summary:
**SMILES**: N=C(N)N
**LUMO energy**: 0.878 eV
**Kohn-Sham gap**: 9.5 eV
**HOMO level**: -8.645 eV
**Energy relative to the best compared isomer or geometry (same formula, charge and spin)**: 1.151 eV

Löwdin atomic charge list, values in e, 4 entries: 0.046, -0.577, 0.064, 0.048